99
Properties=species:S:1:pos:R:3:lowdin_charge:R:1 method="wB97M-V/def2-TZVPD" e_tot_ha=-6974.8706 charge=+2 e_homo_ha="-0.44965 / -0.44965" orbital_gap_ha="0.2060 / 0.2059" e_lumo_ev="-6.6 / -6.6" de_lowest_kj_mol=0.0
Co -0.754 -1.002 0.892 -0.2587
I -0.536 -0.525 3.367 1.4658
C 1.333 -1.142 4.096 -0.5505
C 1.279 -1.531 5.411 -0.1430
C 2.458 -1.699 6.156 -0.0423
C 3.653 -1.418 5.568 0.0003
C 3.734 -1.031 4.209 -0.1448
C 5.006 -0.735 3.667 0.0071
C 5.140 -0.371 2.361 -0.0274
C 4.009 -0.373 1.536 -0.0795
C 2.741 -0.664 2.003 -0.2837
P 1.580 -0.990 0.619 1.0962
C 2.043 0.242 -0.625 -0.3778
C 2.489 -0.111 -1.896 -0.0781
C 2.835 0.878 -2.806 -0.0480
C 2.753 2.214 -2.448 -0.0514
C 2.328 2.566 -1.175 -0.0396
C 1.975 1.585 -0.265 -0.0898
C 2.193 -2.609 0.005 -0.3335
C 1.635 -3.214 -1.124 -0.1352
C 2.085 -4.446 -1.567 -0.0617
C 3.110 -5.099 -0.899 -0.0516
C 3.679 -4.508 0.219 -0.0497
C 3.224 -3.279 0.669 -0.0681
C 2.562 -0.929 3.400 -0.1889
H 0.326 -1.678 5.899 0.0965
H 2.399 -2.007 7.189 0.1224
H 4.574 -1.490 6.132 0.1286
H 5.869 -0.799 4.316 0.1294
H 6.106 -0.126 1.945 0.1235
H 4.155 -0.176 0.483 0.1174
H 2.585 -1.147 -2.184 0.0979
H 3.180 0.600 -3.792 0.1160
H 3.032 2.982 -3.156 0.1139
H 2.270 3.608 -0.891 0.1177
H 1.644 1.865 0.723 0.0983
H 0.856 -2.717 -1.689 0.0304
H 1.648 -4.885 -2.453 0.1170
H 3.473 -6.052 -1.257 0.1174
H 4.487 -5.001 0.742 0.1182
H 3.689 -2.850 1.545 0.1017
C -1.465 5.228 -3.872 -0.0536
C -1.396 3.714 -4.079 -0.5556
C -2.661 3.263 -4.823 -0.0372
C -0.158 3.395 -4.929 -0.0375
C -1.299 2.960 -2.760 -0.1544
C -1.201 1.568 -2.773 -0.0625
C -1.094 0.921 -1.567 -0.4519
Br -1.044 -1.008 -1.558 1.0587
C -1.042 1.543 -0.315 -0.3969
O -0.818 0.863 0.796 -0.4202
C -1.237 2.948 -0.290 -0.0740
C -1.339 3.594 -1.516 0.0465
C -1.407 3.711 1.025 -0.5224
C -0.176 3.577 1.927 -0.0383
C -1.639 5.205 0.789 -0.0543
C -2.640 3.165 1.761 -0.0293
H -1.503 5.722 -4.842 0.0930
H -0.589 5.605 -3.344 0.0909
H -2.357 5.523 -3.320 0.0911
H -2.760 3.812 -5.758 0.0916
H -3.552 3.448 -4.224 0.0928
H -2.629 2.201 -5.066 0.0777
H -0.214 3.919 -5.882 0.0923
H -0.075 2.330 -5.142 0.0777
H 0.754 3.711 -4.421 0.0789
H -1.208 1.007 -3.696 0.1126
H -1.468 4.662 -1.505 0.0882
H 0.709 3.995 1.446 0.0875
H 0.019 2.540 2.194 0.0446
H -0.340 4.137 2.847 0.0938
H -0.803 5.673 0.268 0.0927
H -1.741 5.702 1.753 0.0935
H -2.551 5.394 0.224 0.0943
H -2.506 2.123 2.046 0.0457
H -3.529 3.238 1.132 0.0974
H -2.818 3.745 2.666 0.0933
C -5.883 -1.054 0.163 -0.0011
N -4.933 -2.140 -0.003 -0.1070
C -5.189 -3.355 -0.588 0.0046
C -4.054 -4.072 -0.557 -0.0001
N -3.069 -3.285 0.049 0.0257
C -3.650 -2.094 0.391 -0.6123
S -2.993 -0.714 1.120 0.8194
C -1.799 -3.794 0.431 -0.2179
C -1.494 -5.112 0.111 0.0303
C -0.424 -5.728 0.734 -0.0020
C 0.303 -5.014 1.669 -0.0147
C 0.028 -3.672 1.806 -0.1323
N -0.971 -3.037 1.176 0.0239
H -6.860 -1.410 -0.147 0.1058
H -5.582 -0.206 -0.451 0.1058
H -5.917 -0.754 1.209 0.0980
H -6.162 -3.608 -0.968 0.1445
H -3.882 -5.075 -0.882 0.1197
H -2.103 -5.671 -0.577 0.1119
H -0.189 -6.758 0.512 0.1334
H 1.112 -5.458 2.226 0.1292
H 0.639 -3.059 2.455 0.0760



97
Properties=species:S:1:pos:R:3:lowdin_charge:R:1 method="wB97M-V/def2-TZVPD" e_tot_ha=-2996.2738 charge=+4 e_homo_ha=-0.69119 orbital_gap_ha=0.2062 e_lumo_ev=-13.2
Zr 0.454 -0.156 0.725 1.4267
C -5.263 0.023 -1.945 0.0135
C -3.816 0.063 -2.462 -0.4378
C -3.799 0.159 -3.999 0.0175
C -3.089 -1.199 -2.070 -0.0802
C -3.620 -2.422 -2.487 0.0374
C -2.987 -3.623 -2.245 0.0071
C -1.754 -3.620 -1.624 -0.0546
C -1.192 -2.416 -1.203 -0.2856
P 0.432 -2.502 -0.372 1.0222
C -0.227 -3.168 1.221 -0.3440
C -0.116 -4.487 1.649 -0.0344
C -0.751 -4.896 2.814 0.0060
C -1.520 -4.004 3.545 -0.0033
C -1.665 -2.689 3.112 -0.0467
C -1.016 -2.264 1.962 -0.1789
C 1.412 -3.751 -1.239 -0.3909
C 1.251 -3.940 -2.617 -0.0765
C 2.077 -4.835 -3.275 -0.0195
C 3.068 -5.518 -2.581 -0.0038
C 3.247 -5.301 -1.221 -0.0285
C 2.437 -4.406 -0.547 -0.1123
C -1.888 -1.206 -1.368 -0.1405
O -1.318 -0.024 -0.775 -0.1956
C -2.016 1.203 -1.057 -0.1396
C -1.506 2.379 -0.484 -0.2812
C -2.053 3.622 -0.799 -0.0507
C -3.140 3.696 -1.648 0.0063
C -3.679 2.533 -2.152 0.0362
C -3.139 1.274 -1.874 -0.0814
P -0.010 2.369 0.556 1.0163
C 1.148 3.038 -0.679 -0.3664
C 1.510 2.136 -1.691 -0.1703
C 2.296 2.572 -2.742 -0.0584
C 2.718 3.896 -2.791 -0.0151
C 2.322 4.793 -1.812 -0.0107
C 1.536 4.370 -0.749 -0.0474
C -0.286 3.511 1.929 -0.3760
C -1.577 3.796 2.381 -0.0822
C -1.749 4.667 3.444 -0.0285
C -0.644 5.233 4.067 -0.0134
C 0.640 4.913 3.644 -0.0368
C 0.828 4.042 2.587 -0.1094
H -5.803 -0.808 -2.383 0.0957
H -5.793 0.927 -2.222 0.0964
H -5.287 -0.077 -0.861 0.1072
H -4.275 -0.711 -4.436 0.0979
H -2.781 0.224 -4.379 0.1075
H -4.351 1.030 -4.335 0.0983
H -4.561 -2.427 -3.012 0.1348
H -3.441 -4.548 -2.560 0.1367
H -1.217 -4.544 -1.462 0.1266
H 0.445 -5.199 1.065 0.1163
H -0.665 -5.921 3.143 0.1383
H -2.036 -4.330 4.437 0.1375
H -2.325 -2.026 3.660 0.1196
H -1.236 -1.239 1.547 0.0553
H 0.483 -3.406 -3.159 0.1156
H 1.950 -5.001 -4.332 0.1294
H 3.704 -6.216 -3.103 0.1333
H 4.018 -5.834 -0.687 0.1284
H 2.583 -4.223 0.514 0.1034
H -1.616 4.519 -0.383 0.1265
H -3.565 4.650 -1.916 0.1369
H -4.541 2.596 -2.797 0.1348
H 1.098 1.104 -1.679 0.0786
H 2.570 1.902 -3.543 0.1213
H 3.340 4.232 -3.607 0.1331
H 2.612 5.831 -1.888 0.1336
H 1.219 5.072 0.007 0.1171
H -2.438 3.364 1.888 0.1103
H -2.744 4.915 3.777 0.1280
H -0.784 5.925 4.884 0.1320
H 1.494 5.357 4.132 0.1273
H 1.826 3.788 2.247 0.1070
C 4.189 1.341 0.271 -0.2004
P 3.085 -0.123 0.156 0.7402
C 3.535 -0.838 -1.468 -0.2126
C 3.840 -1.352 1.315 -0.2284
H 5.233 1.020 0.328 0.0845
H 3.966 1.951 1.147 0.0478
H 4.062 1.956 -0.621 0.0478
H 4.625 -0.915 -1.535 0.0875
H 3.190 -0.214 -2.291 0.0449
H 3.114 -1.841 -1.572 0.0222
H 4.558 -1.973 0.774 0.0714
H 3.082 -2.006 1.770 0.0371
H 4.392 -0.850 2.111 0.0627
N -0.268 0.418 3.920 0.0484
C 0.296 0.957 5.005 0.0171
C 1.632 1.168 4.716 0.0223
C 1.794 0.719 3.412 -0.1228
N 0.633 0.246 2.913 -0.1680
H -1.232 0.108 3.848 0.1667
H -0.254 1.166 5.903 0.1581
H 2.378 1.571 5.371 0.1344
H 2.707 0.701 2.834 0.0867



99
Properties=species:S:1:pos:R:3:lowdin_charge:R:1 method="wB97M-V/def2-TZVPD" e_tot_ha=-2234.5020 charge=0 e_homo_ha=-0.34723 orbital_gap_ha=0.3675 smiles=c1ccncc1.c1ccncc1.c1ccncc1.c1ccncc1.c1ccncc1.c1ccncc1.c1ccncc1.c1ccncc1.c1ccncc1 e_lumo_ev=0.6 de_lowest_kj_mol=21.1
N -1.091 5.245 2.112 0.0660
C 0.132 4.824 1.784 -0.1783
C 1.255 5.636 1.682 -0.0757
C 1.094 6.979 1.988 -0.0724
C -0.171 7.462 2.326 -0.0764
C -1.203 6.557 2.373 -0.1628
H 0.096 3.760 1.571 0.0836
H 2.206 5.242 1.355 0.0939
H 1.937 7.657 1.936 0.1036
H -0.418 8.488 2.560 0.1003
H -2.193 6.875 2.685 0.1016
N 0.765 1.780 3.532 0.0662
C 2.026 2.200 3.420 -0.1455
C 3.081 1.507 3.990 -0.0748
C 2.865 0.293 4.625 -0.0740
C 1.557 -0.168 4.730 -0.0777
C 0.565 0.612 4.135 -0.1622
H 2.159 3.146 2.909 0.0841
H 4.077 1.930 3.973 0.1038
H 3.736 -0.220 5.010 0.1063
H 1.330 -1.087 5.251 0.0976
H -0.441 0.212 4.213 0.1052
N -0.357 -2.138 -1.059 0.0672
C -1.343 -1.252 -1.099 -0.1676
C -1.342 -0.110 -0.303 -0.0848
C -0.299 0.135 0.564 -0.0802
C 0.730 -0.806 0.613 -0.0699
C 0.669 -1.908 -0.229 -0.1382
H -2.189 -1.458 -1.742 0.0852
H -2.130 0.624 -0.424 0.0861
H -0.351 1.022 1.183 0.0902
H 1.571 -0.650 1.280 0.0801
H 1.455 -2.652 -0.242 0.0910
N 4.683 -3.699 1.649 0.0617
C 3.562 -2.991 1.829 -0.1567
C 2.817 -3.001 2.997 -0.0774
C 3.334 -3.638 4.109 -0.0788
C 4.489 -4.396 3.929 -0.0823
C 5.123 -4.398 2.706 -0.1569
H 3.300 -2.412 0.951 0.0787
H 1.840 -2.536 3.045 0.0894
H 2.901 -3.625 5.101 0.1040
H 4.816 -5.019 4.753 0.1004
H 5.987 -5.029 2.533 0.1016
N 1.444 4.922 -2.406 0.0565
C 2.434 4.159 -2.905 -0.1505
C 2.454 2.785 -2.732 -0.0946
C 1.394 2.174 -2.096 -0.1030
C 0.346 2.927 -1.603 -0.0603
C 0.438 4.307 -1.786 -0.1567
H 3.182 4.720 -3.449 0.1012
H 3.329 2.205 -2.996 0.1070
H 1.366 1.091 -2.031 0.1079
H -0.549 2.486 -1.192 0.0894
H -0.323 4.960 -1.372 0.1025
N -6.400 -3.635 -0.853 0.0488
C -5.285 -3.755 -1.580 -0.1354
C -4.024 -3.365 -1.107 -0.0701
C -3.952 -2.885 0.184 -0.0942
C -5.100 -2.781 0.949 -0.0817
C -6.300 -3.155 0.397 -0.1616
H -5.451 -4.309 -2.495 0.1029
H -3.139 -3.550 -1.700 0.0775
H -2.994 -2.548 0.562 0.0983
H -5.137 -2.394 1.961 0.1040
H -7.251 -3.126 0.915 0.1021
N -3.957 0.772 -2.321 0.0562
C -4.888 0.061 -1.660 -0.1459
C -6.133 -0.188 -2.189 -0.0737
C -6.443 0.299 -3.443 -0.0744
C -5.499 1.030 -4.153 -0.0628
C -4.255 1.197 -3.547 -0.1515
H -4.577 -0.265 -0.676 0.0928
H -6.863 -0.727 -1.598 0.0999
H -7.404 0.062 -3.882 0.1069
H -5.654 1.377 -5.164 0.0994
H -3.475 1.750 -4.057 0.1012
N -3.163 -5.801 -4.709 0.0489
C -2.588 -4.843 -5.432 -0.1629
C -1.483 -4.102 -5.017 -0.0615
C -1.027 -4.348 -3.723 -0.0956
C -1.581 -5.368 -2.989 -0.1012
C -2.624 -6.107 -3.522 -0.1534
H -3.049 -4.588 -6.380 0.0983
H -1.061 -3.315 -5.624 0.0980
H -0.262 -3.696 -3.322 0.0889
H -1.287 -5.524 -1.957 0.1052
H -3.089 -6.935 -3.007 0.1023
N 4.234 0.520 0.797 0.0623
C 3.757 1.633 0.216 -0.1470
C 4.570 2.735 -0.007 -0.0682
C 5.937 2.633 0.253 -0.0741
C 6.442 1.455 0.775 -0.0697
C 5.548 0.430 1.028 -0.1492
H 2.680 1.630 0.125 0.0828
H 4.257 3.655 -0.483 0.0949
H 6.563 3.493 0.056 0.1052
H 7.460 1.360 1.128 0.1022
H 5.800 -0.509 1.509 0.1004